Entry from the OMol25 dataset: 28 unconnected molecules or ions with the total composition C28H112N56O28 at a distorted geometry (the ωB97M-V functional and the def2-TZVPD basis).

```
224
Properties=species:S:1:pos:R:3:forces:R:3
C 2.54980 -2.47815 -2.65896 1.86 0.09 -2.08
O 3.51599 -3.18772 -2.78707 2.78 -0.58 0.64
N 1.45150 -2.97181 -2.25717 -5.11 -1.35 2.09
N 2.47684 -1.19617 -3.08098 0.55 1.77 0.58
H 1.49079 -3.86274 -1.78304 0.16 -0.60 -0.24
H 0.70624 -2.36248 -1.95155 0.27 0.07 0.15
H 1.79510 -0.95370 -3.78564 0.25 0.50 -0.01
H 3.39376 -0.77467 -3.03968 -0.20 0.24 -1.08
C 4.29946 -0.21785 0.31907 -3.03 3.14 -1.64
O 3.63709 0.77157 -0.12489 0.30 -1.75 1.09
N 5.55280 -0.12305 0.48320 6.08 0.88 0.69
N 3.80232 -1.36600 0.54894 -2.88 -3.80 1.07
H 6.13156 -0.94873 0.54136 0.03 0.00 0.26
H 6.04268 0.74674 0.32968 -0.24 -0.19 -0.02
H 2.81874 -1.44336 0.76501 -0.45 0.12 -0.78
H 4.35214 -2.18184 0.77743 0.33 0.37 -0.15
C -5.89884 -3.02242 2.64980 -3.17 -2.34 2.30
O -6.20052 -4.17399 3.02526 1.05 1.06 -1.02
N -6.82150 -2.11770 2.29699 -1.99 -0.24 -1.19
N -4.78083 -2.38037 2.77652 5.00 1.55 0.32
H -6.52989 -1.15341 2.22490 -1.03 0.05 -0.04
H -7.76777 -2.46541 2.35846 0.08 0.67 -0.17
H -4.79075 -1.40176 2.52686 0.34 -0.16 0.09
H -3.93568 -2.68628 3.23720 -0.36 -0.44 -0.10
C -0.80489 -3.28380 2.35683 -0.02 2.82 -1.23
O -0.53982 -2.08995 2.64470 -0.13 -0.64 -0.20
N -1.18928 -4.11672 3.25073 -1.11 -2.41 3.65
N -0.84101 -3.73085 1.09441 1.08 0.27 -1.20
H -1.25900 -3.73421 4.18288 -0.01 -0.23 0.05
H -1.26335 -5.12018 3.16303 -0.14 0.29 -0.27
H -0.36524 -3.08041 0.48560 0.28 -0.04 -0.60
H -0.92403 -4.70659 0.84711 -0.08 0.12 -0.08
C -0.07809 0.33332 7.18888 0.50 0.04 0.55
O 0.67591 1.21914 7.48299 2.58 2.18 -0.09
N -0.98458 -0.04796 8.04439 -3.21 -0.14 3.58
N -0.07420 -0.43860 6.14655 0.42 -1.04 -3.47
H -1.86336 -0.47491 7.78830 0.41 -0.22 0.33
H -0.90414 0.41416 8.93885 -0.46 0.03 -0.20
H -0.95971 -0.85422 5.89508 0.14 -0.45 -0.04
H 0.63129 -0.36564 5.42748 -0.18 0.64 -0.06
C 7.13552 -3.11289 -0.79186 -1.00 0.69 -0.77
O 7.69350 -4.07223 -0.37495 1.53 -2.21 1.00
N 7.70605 -2.06882 -1.37845 2.50 1.46 -0.52
N 5.81474 -2.93130 -0.72649 -2.64 -0.15 1.13
H 7.17144 -1.36565 -1.86819 0.24 -0.46 -0.37
H 8.64951 -2.30000 -1.65507 -0.01 0.68 -0.18
H 5.28764 -3.79168 -0.68175 -0.23 0.21 -0.30
H 5.41619 -2.18212 -1.27420 -0.29 -0.71 -0.54
C 1.11666 6.19450 2.34109 -1.62 1.92 1.56
O 0.50627 6.93747 3.04505 -2.49 2.33 2.25
N 2.41349 6.15495 2.34151 4.19 0.15 -0.32
N 0.57363 5.42383 1.46720 -1.47 -3.06 -2.82
H 2.73269 5.26001 2.68398 1.27 0.25 0.13
H 2.75317 7.02229 2.73195 0.60 -0.68 0.64
H 1.28240 5.33892 0.75268 -0.78 -0.64 -1.26
H -0.41612 5.52640 1.29402 0.32 -0.08 -0.26
C -1.44086 4.79341 -5.76632 3.35 1.17 0.11
O -2.29980 4.12336 -5.36672 -5.94 -4.27 2.37
N -1.56274 5.62612 -6.73280 -2.01 3.93 -4.89
N -0.24370 4.75283 -5.27011 3.85 -0.40 2.23
H -2.44943 5.63138 -7.21639 0.08 0.06 0.25
H -0.87758 6.24406 -7.14366 0.25 -0.56 0.46
H -0.00237 3.97296 -4.67541 -0.14 0.23 0.13
H 0.42166 5.51115 -5.31851 0.14 -0.18 -0.46
C -3.41258 -1.39848 6.12977 0.60 0.88 -0.71
O -2.52634 -1.53128 5.30872 0.83 -0.03 -2.71
N -4.49206 -0.66420 5.94279 -1.60 1.64 -2.25
N -3.23810 -1.85843 7.30408 -0.05 -2.61 4.59
H -4.28773 -0.22945 5.05434 -1.06 0.48 -0.20
H -4.86017 -0.02104 6.62903 0.18 -0.46 0.21
H -2.45469 -2.49557 7.32440 0.53 -0.58 0.48
H -4.06538 -2.10925 7.82639 0.23 0.04 0.24
C -2.85017 -0.42673 -2.45041 -1.80 0.78 -4.15
O -3.89337 -1.00285 -2.81901 0.79 -0.82 -1.11
N -2.78111 -0.06849 -1.24679 1.31 1.41 6.42
N -1.91367 0.15395 -3.25969 -0.37 -1.28 -0.52
H -3.50007 -0.34488 -0.59349 -0.09 -0.35 -0.04
H -1.96115 0.36945 -0.85186 -0.07 0.07 -0.18
H -1.15783 0.68178 -2.84713 -0.10 0.15 -0.45
H -2.13511 0.18625 -4.24458 0.27 0.56 0.21
C -1.18533 2.49403 3.38836 -0.08 2.82 -3.14
O -1.53265 2.67461 2.23135 0.13 1.09 -2.79
N -1.39216 1.37168 3.90832 -1.36 -5.44 4.78
N -0.73681 3.42942 4.18412 0.99 2.53 1.41
H -1.35024 0.43844 3.52442 -0.06 0.28 -0.14
H -1.50924 1.48257 4.90535 0.48 -1.28 0.18
H -0.33026 3.23137 5.08721 0.08 -0.08 -0.20
H -0.63581 4.37058 3.83181 -0.02 -0.07 0.01
C 3.52904 3.05992 3.61857 2.48 2.65 1.88
O 4.04789 4.17682 3.65338 -0.34 0.82 0.93
N 3.13901 2.30400 4.60892 -0.30 0.24 2.37
N 3.49474 2.43673 2.50995 0.02 -3.28 -6.43
H 3.39339 2.65473 5.52127 -0.81 -0.52 0.14
H 2.59637 1.50375 4.31696 -0.53 -0.36 1.17
H 4.04515 2.79606 1.74312 -0.33 0.40 0.19
H 3.49744 1.42699 2.48754 -0.39 0.14 0.14
C 2.94940 -0.13403 -7.51167 1.26 0.65 -0.59
O 3.08745 1.05891 -7.31021 -0.64 1.24 0.65
N 3.83646 -0.77864 -8.22659 3.38 -1.07 -2.35
N 2.03432 -0.96391 -7.13260 -3.61 -0.71 2.29
H 4.62820 -0.19545 -8.45710 0.11 -0.54 -0.16
H 3.96641 -1.76612 -8.05898 0.34 0.31 -0.26
H 1.39244 -0.58770 -6.44954 -0.45 -0.45 -0.03
H 2.00963 -1.91839 -7.46191 -0.27 0.40 0.30
C -3.90619 -3.76334 -0.90143 0.17 -0.37 1.55
O -3.31467 -4.67625 -1.42536 1.75 -1.58 -1.62
N -5.19457 -3.61606 -1.01747 -3.82 0.37 -1.28
N -3.41665 -2.96410 0.02392 1.58 1.66 1.21
H -5.65704 -2.84295 -0.56083 -0.10 -0.21 -0.25
H -5.64897 -4.06689 -1.79873 -0.01 0.08 0.30
H -4.04058 -2.35583 0.53462 0.30 0.00 -0.06
H -2.44828 -3.03646 0.30163 -0.41 -0.06 0.01
C -1.89567 3.50401 -1.50355 2.13 -0.04 -0.93
O -1.04980 2.70385 -1.89145 -0.41 -0.75 -0.21
N -2.05431 3.87115 -0.28675 -0.91 0.88 4.94
N -2.67401 4.28388 -2.23069 -1.45 1.04 -3.63
H -2.86859 4.45932 -0.18153 0.31 -0.28 0.99
H -1.71050 3.42504 0.55164 0.15 -0.25 0.14
H -2.59905 4.25048 -3.23735 0.21 0.15 -0.55
H -3.12363 5.07916 -1.80003 0.26 -0.16 -0.45
C -5.43216 1.32670 3.08806 -1.43 -0.99 0.02
O -6.56656 1.01252 2.79813 -2.24 0.07 0.15
N -4.42908 1.10698 2.35123 5.25 -1.09 -5.03
N -4.98574 1.75827 4.22555 -0.32 2.19 5.57
H -4.52596 0.76714 1.40506 -0.53 -0.04 -0.03
H -3.46982 1.25622 2.62987 -0.23 0.31 0.11
H -5.60845 1.80128 5.01959 0.09 0.30 -0.24
H -4.02290 2.03267 4.35878 -0.38 0.00 -0.06
C -5.77792 2.57965 -3.00952 -2.27 -1.88 0.17
O -6.81671 1.90530 -3.24484 1.67 1.49 0.33
N -4.69907 2.15590 -2.36742 1.51 -1.08 0.98
N -5.62573 3.87713 -3.30184 -1.37 1.80 -1.26
H -4.59260 1.26449 -1.90466 -0.28 0.17 -0.53
H -3.91480 2.78994 -2.42237 -0.06 -0.66 0.35
H -4.80636 4.42030 -3.07018 -0.47 -0.35 -0.27
H -6.37688 4.27247 -3.84919 0.39 0.20 0.07
C 0.42196 -0.22598 -0.06634 -0.13 -4.12 1.47
O 0.68605 -1.40730 0.12523 1.08 -2.30 -0.01
N -0.26010 0.44128 0.74767 -3.74 2.58 6.68
N 0.60104 0.43334 -1.09908 2.70 3.07 -7.60
H -0.58697 1.38980 0.63118 0.10 -0.21 0.06
H -0.51467 -0.05916 1.58723 0.03 0.24 0.20
H 0.81415 1.41009 -0.95547 -0.34 0.11 -0.77
H 1.05266 -0.03328 -1.87265 0.60 0.22 -0.21
C 5.98245 0.19709 -3.47850 -1.50 -3.69 -0.03
O 5.76588 -0.96309 -3.70682 -0.15 -2.75 -0.73
N 6.44380 1.04442 -4.27175 3.64 3.96 -7.27
N 5.70090 0.73706 -2.38089 -1.44 3.03 7.40
H 6.51982 2.04635 -4.16952 -0.21 -0.48 0.19
H 6.63944 0.67684 -5.19192 0.14 0.33 -0.03
H 5.24208 0.25821 -1.61912 0.16 0.27 -0.55
H 6.09432 1.65363 -2.22213 -0.47 -0.23 0.53
C 0.13732 -3.76242 6.32037 -0.72 -1.46 3.41
O -0.78409 -3.45892 7.05714 -2.48 1.31 0.43
N 0.79519 -4.84581 6.59019 2.12 -3.76 0.39
N 0.62500 -3.08116 5.36848 0.25 4.54 -4.05
H 1.43372 -5.11672 5.85603 0.07 -0.76 0.32
H 0.31125 -5.54184 7.13923 0.32 0.17 -0.08
H 1.38711 -3.25442 4.72874 -0.26 -0.65 0.36
H 0.02990 -2.28956 5.17013 0.62 0.04 -0.37
C 2.66377 -5.46072 3.08541 -3.09 0.82 -0.58
O 2.19170 -5.30815 4.15790 -1.17 0.53 5.48
N 1.96423 -5.12257 2.06373 -2.38 1.95 -5.06
N 3.74435 -6.04187 2.83479 6.03 -2.62 -0.01
H 1.01029 -4.80249 2.15123 0.54 0.08 0.10
H 2.40139 -5.06217 1.15525 -0.59 -0.19 -0.24
H 4.17804 -6.32751 3.70106 0.85 -0.28 -0.63
H 4.13991 -6.11727 1.90854 0.14 -0.33 0.50
C 2.87210 3.72947 -0.69177 -0.57 2.05 0.14
O 2.48803 4.86442 -0.77334 0.68 4.32 -1.16
N 2.09012 2.91380 -0.12263 -3.71 -4.57 2.37
N 3.95381 3.12986 -1.07941 3.96 -0.29 -1.95
H 2.46543 1.97631 -0.10389 -1.03 -0.24 1.08
H 1.36657 3.24111 0.50143 0.13 -0.11 -0.13
H 3.97609 2.17754 -0.74370 0.98 -0.32 -0.41
H 4.80482 3.55921 -1.41341 -0.60 0.31 0.12
C 2.51679 -0.83380 3.78698 -5.70 0.98 -1.39
O 1.60267 0.01204 3.95554 0.78 0.51 0.04
N 3.53655 -0.92662 4.48879 6.40 1.12 5.12
N 2.29072 -1.80573 2.97130 -0.31 -2.48 -2.77
H 3.52935 -0.35582 5.32200 0.40 0.15 -0.10
H 4.32023 -1.55889 4.41019 -0.54 -0.12 -0.22
H 1.35705 -1.78402 2.58672 -0.33 -0.44 -0.77
H 3.04386 -2.39699 2.64991 -0.62 -0.17 0.16
C 2.73607 5.73381 -4.48530 -2.54 0.31 -2.22
O 2.16637 6.17426 -5.47901 0.60 0.51 -0.43
N 3.79898 4.94572 -4.50288 3.19 -1.61 -0.04
N 2.19455 5.76710 -3.29165 -0.65 0.98 1.35
H 4.20835 4.60176 -5.35973 -0.05 0.66 -0.03
H 4.39580 5.06814 -3.69732 0.27 -0.35 -0.35
H 1.50077 6.48918 -3.15987 0.13 -0.30 0.57
H 2.69707 5.30276 -2.54870 -0.67 0.67 0.90
C -6.21887 -0.16646 -0.37157 -1.19 2.45 0.71
O -5.25735 -0.34908 0.35706 2.45 -2.10 0.55
N -7.17187 0.63905 -0.01442 -3.22 2.67 2.66
N -6.42085 -0.47631 -1.59000 1.24 -3.47 -3.78
H -7.24228 0.92305 0.95226 0.10 0.20 0.06
H -7.76303 1.07120 -0.71004 0.10 -0.08 0.30
H -5.67912 -1.02916 -1.99534 -0.09 0.04 -1.02
H -7.32519 -0.32728 -2.01432 0.66 -0.08 -0.25
C -2.29247 -2.90851 -5.55557 -2.24 -3.26 -4.18
O -2.06687 -3.67681 -6.50096 0.87 -0.17 0.10
N -3.54568 -2.75023 -5.16144 -1.83 0.33 1.34
N -1.41510 -2.14553 -5.02487 3.29 2.03 1.82
H -3.65074 -2.36073 -4.23550 -0.83 0.12 0.04
H -4.21970 -3.39878 -5.54250 0.27 0.16 0.25
H -0.48303 -2.27545 -5.39158 -0.13 0.42 0.41
H -1.69478 -1.43798 -4.36060 0.87 -0.34 -0.10
C 1.54885 1.78960 -4.28678 -0.23 1.37 2.18
O 0.91109 0.79592 -4.43322 -2.53 -3.88 -1.25
N 1.21493 2.71483 -3.43415 -2.36 3.37 3.73
N 2.68517 2.04980 -4.78157 5.45 -0.36 -3.34
H 0.42204 2.65783 -2.81112 -0.36 -0.48 -0.41
H 1.72271 3.55791 -3.20725 0.38 -0.34 -0.64
H 2.98144 1.44729 -5.53609 0.19 0.26 -0.41
H 3.20637 2.90239 -4.63477 -0.56 -0.21 0.12
C 0.10899 -5.86072 -1.64959 0.24 3.46 -0.17
O 1.30070 -5.69331 -1.47299 2.62 0.04 -0.16
N -0.65947 -4.98619 -2.28860 -0.45 1.35 -1.73
N -0.51948 -6.73533 -0.95130 -2.11 -3.64 2.41
H -1.66025 -4.91643 -2.17172 -0.30 -0.27 0.19
H -0.22056 -4.16104 -2.67148 0.02 -0.50 -0.30
H 0.06491 -7.16036 -0.24565 -0.53 -0.41 -0.17
H -1.52616 -6.81276 -0.97751 0.19 -0.18 0.16
```
Forces are in eV/Å.

Orbital gap = 7.8 eV
Relative energy (zero: lowest compared OMol25 entry of this formula, charge and spin) = 1637.9 kJ/mol
LUMO level = -0.786 eV
E_tot = -171648.205 eV
E_HOMO = -8.61 eV

Results of the Mulliken charge analysis, in e, for atoms 1 through 99: -0.048, -0.720, 0.532, 0.399, 0.003, -0.207, -0.044, -0.519, -2.070, 0.234, 0.069, 0.950, 0.131, 0.495, -1.258, 0.556, 0.730, -0.805, -0.151, 0.361, 0.120, 0.221, -0.185, -0.389, -1.302, 0.234, 0.003, 0.495, -0.125, 0.276, -0.217, 0.241, 0.428, -0.746, -0.337, 0.810, 0.101, 0.238, -0.266, -0.392, 0.478, -0.678, -0.316, -0.004, 0.160, 0.233, 0.217, -0.316, 0.433, -0.713, -0.235, 0.171, 0.139, 0.234, -0.123, 0.100, 0.500, -0.708, -0.389, 0.009, 0.255, 0.151, 0.047, 0.097, 0.353, 0.013, -0.486, -0.485, 0.007, 0.289, 0.406, 0.247, -0.058, -0.679, 2.985, 0.980, -0.718, -1.108, -1.109, 0.462, 0.321, -1.047, 1.359, -0.366, -1.050, -0.039, 0.186, 0.164, 0.505, -0.831, -0.098, 0.144, 0.260, -0.116, 0.191, -0.135, 0.794, -0.770, -0.556